(1)
DFT (ωB97M-V with the def2-TZVPD basis set) results for 2 unconnected molecules or ions with the total composition C4H12NOS at a distorted geometry.

```
19
Properties=species:S:1:pos:R:3:forces:R:3:lowdin_charge:R:1
S -2.252 0.154 -2.053 0.22 0.20 0.00 0.04
O -0.282 1.667 2.721 -0.44 0.11 0.46 -0.08
N 0.748 -0.320 0.665 0.12 -0.66 0.61 -0.10
C 3.208 -0.838 0.446 0.22 -0.56 0.11 -0.11
C 0.132 -0.056 -0.631 0.60 0.26 -0.43 -0.36
C 1.777 -1.328 0.691 0.36 -0.41 -0.28 -0.31
C -1.254 0.512 -0.538 -0.97 -0.48 -0.72 -0.79
H -0.478 1.134 1.940 -0.21 -0.12 -0.02 -0.01
H 0.060 -1.002 -1.170 -0.08 -0.13 0.24 0.07
H -1.269 1.584 -0.378 0.13 0.23 0.31 0.03
H 3.898 -1.676 0.588 0.05 0.00 0.04 0.06
H 3.330 -0.528 -0.586 -0.05 0.30 -0.15 0.06
H -1.773 -0.022 0.252 0.01 0.18 0.48 0.02
H -1.081 1.591 3.269 0.44 0.03 -0.36 0.04
H 0.743 0.573 -1.294 0.08 0.16 0.07 0.10
H 1.586 -2.029 -0.118 -0.28 -0.10 -0.18 0.10
H 1.048 0.450 1.246 -0.05 0.34 -0.48 0.08
H 3.545 -0.041 1.106 -0.19 0.15 0.11 0.06
H 1.725 -1.976 1.581 0.06 0.49 0.19 0.10
```
Forces are in eV/Å.

Its LUMO energy is 3.50 eV. Its frontier orbital gap is 5.8 eV. As for the net charge: -1. The total energy comes out at -18715.855 eV.

---

(2)
DFT (ωB97M-V with the def2-TZVPD basis set) results for a molecular structure, C21H40BrCl36InO2 at a distorted geometry.

```
101
Properties=species:S:1:pos:R:3:forces:R:3:lowdin_charge:R:1
In 1.951 2.152 -4.009 -0.53 1.80 -0.10 0.34
Br 1.938 -0.327 -3.130 -4.48 2.78 -0.55 0.04
Cl -8.152 -1.968 -2.234 -0.12 -0.17 -0.03 0.49
Cl -3.506 -4.012 7.488 -0.09 -0.28 0.22 0.55
Cl 6.845 8.207 -3.490 0.04 -0.02 -0.10 0.50
Cl 8.061 -4.460 1.147 0.26 -0.08 -0.03 0.50
Cl -6.398 -0.259 1.461 0.06 0.28 0.91 0.55
Cl -10.810 0.409 -2.513 -0.07 0.03 0.05 0.52
Cl 4.961 -3.296 0.812 0.06 -0.16 0.29 0.51
Cl 3.803 -1.588 -2.895 4.47 -2.35 0.06 0.18
Cl 2.849 -2.361 4.706 0.07 0.04 0.26 0.53
Cl -2.771 1.551 8.718 -0.06 0.03 0.00 0.51
Cl -1.230 -0.433 -2.375 -0.36 0.06 -0.01 0.51
Cl 2.991 -4.160 -7.102 0.02 -0.06 -0.09 0.52
Cl 0.332 -2.805 3.300 -0.10 0.07 0.06 0.53
Cl -4.443 1.906 1.324 -0.11 0.04 0.17 0.54
Cl -4.897 -3.222 1.593 0.09 -0.17 -0.05 0.47
Cl 4.801 4.747 -1.796 -0.26 1.51 0.99 0.67
Cl -5.851 -2.503 6.625 -0.10 0.01 0.05 0.53
Cl 10.879 -5.296 4.332 0.31 -0.05 0.23 0.55
Cl -3.627 -0.905 -0.780 -0.02 -0.35 0.38 0.44
Cl 5.033 -5.852 -5.887 0.01 -0.38 -0.39 0.46
Cl 13.243 -4.141 3.070 0.00 -0.04 -0.08 0.51
Cl -6.181 0.176 -2.384 -0.47 0.21 -0.11 0.55
Cl 2.608 -1.776 -0.040 -0.09 -0.17 0.55 0.53
Cl -1.272 3.633 10.109 0.07 0.03 -0.01 0.50
Cl -9.705 -1.203 -7.589 0.01 -0.10 -0.13 0.52
Cl -11.424 1.019 -5.300 -0.03 0.03 -0.01 0.48
Cl 5.453 -3.942 -3.554 0.28 -0.12 0.12 0.41
Cl -1.089 -1.343 7.362 0.01 -0.06 0.18 0.51
Cl 0.992 9.603 2.315 -0.08 0.00 0.02 0.48
Cl 6.554 -5.611 3.367 0.06 -0.10 0.09 0.50
Cl 4.890 9.876 -2.108 0.03 0.17 -0.09 0.47
Cl 3.270 10.835 0.969 0.07 0.06 -0.06 0.47
Cl -2.332 0.103 5.155 -0.07 -0.01 0.01 0.53
Cl -6.427 -5.297 0.224 -0.06 -0.10 -0.07 0.48
Cl -12.002 -2.406 -6.252 -0.21 -0.26 -0.15 0.53
Cl 3.161 7.061 -1.100 -0.14 -0.06 -0.03 0.54
O -0.634 2.885 -2.434 1.99 0.43 -1.09 -0.25
O 0.728 4.747 -2.649 -0.29 -4.80 -1.29 -0.34
C 1.142 -1.912 4.592 -0.22 0.13 0.08 -1.02
C -5.004 -4.247 0.158 0.29 0.11 -0.19 -1.02
C -1.322 2.564 8.701 0.22 -0.02 -0.24 -1.02
C 4.112 -5.502 -7.354 -0.05 -0.04 -0.15 -1.04
C 3.955 3.177 -3.893 2.68 -1.10 1.23 -0.34
C 3.328 -2.766 1.237 -0.56 0.34 -0.04 -1.03
C -2.909 0.027 -2.106 0.51 0.34 -0.43 -1.03
C 0.456 3.404 -2.874 -1.63 3.86 2.40 -0.71
C -5.742 1.175 2.268 0.19 0.37 0.13 -0.98
C 1.871 9.766 0.789 -0.13 -0.22 -0.26 -1.04
C 11.839 -5.191 2.850 -0.02 -0.07 -0.29 -1.01
C 5.085 2.741 -3.153 -1.29 0.27 -2.25 -0.37
C 8.093 -5.600 2.498 0.09 -0.04 0.03 -1.05
C -7.487 -0.536 -1.434 0.15 0.08 0.13 -1.06
C -10.572 -0.069 -4.198 0.26 -0.15 -0.04 -1.07
C -2.570 -1.103 6.424 -0.23 0.07 -0.24 -1.09
C -5.140 -3.486 7.911 -0.11 -0.06 0.18 -1.00
C -11.106 -2.263 -7.769 0.07 -0.02 -0.24 -1.00
C 5.357 -2.432 -2.619 0.43 0.05 0.36 -0.99
C 4.708 6.241 -0.844 0.46 -0.07 0.35 -0.98
C 5.315 9.083 -3.629 -0.26 -0.01 -0.18 -1.01
H -5.350 0.883 3.242 0.00 -0.09 -0.19 0.02
H 3.546 -6.388 -7.636 0.03 0.13 0.13 0.02
H -3.478 -0.158 -3.016 0.04 -0.12 0.18 0.00
H 8.288 -6.600 2.111 -0.16 0.14 -0.02 0.03
H -11.765 -1.852 -8.531 0.07 0.04 0.20 0.03
H 6.174 -1.777 -2.923 -0.07 -0.17 -0.11 0.02
H 4.084 4.171 -4.460 0.00 -1.58 0.68 0.02
H 2.216 8.783 0.471 0.04 0.15 0.15 -0.05
H 2.704 -3.643 1.397 0.17 0.07 -0.08 0.01
H -7.095 -0.822 -0.456 -0.18 -0.10 -0.89 -0.11
H 1.070 -0.846 4.384 0.07 -0.17 -0.10 0.03
H -5.095 -2.895 8.824 0.07 -0.01 -0.19 0.03
H -6.540 1.904 2.395 0.07 -0.14 -0.13 0.03
H -4.110 -4.866 0.099 -0.17 0.06 0.10 0.03
H -5.072 -3.613 -0.724 -0.07 -0.01 0.18 0.01
H 1.444 2.106 -5.725 0.26 -0.28 0.10 -0.12
H 1.203 10.182 0.038 0.10 0.04 0.19 0.03
H 5.450 -2.668 -1.563 0.04 -0.12 -0.16 -0.07
H -10.765 -3.252 -8.072 0.00 0.14 0.17 0.03
H -2.948 1.087 -1.855 0.15 -0.13 0.08 0.03
H 6.081 3.298 -3.285 -1.37 -1.08 0.40 0.01
H 4.808 5.998 0.213 -0.14 0.09 -0.11 0.02
H -5.763 -4.364 8.070 0.11 0.10 -0.15 0.02
H 12.182 -6.188 2.580 0.00 0.14 0.16 0.03
H 3.376 -2.176 2.151 0.14 -0.12 -0.27 -0.04
H 11.215 -4.787 2.054 0.05 0.06 0.18 0.02
H 5.063 1.867 -2.414 0.00 1.16 -1.37 0.05
H -8.279 0.201 -1.311 0.08 -0.14 -0.13 -0.01
H -1.325 3.170 7.797 -0.12 -0.06 0.17 0.03
H 5.410 9.838 -4.407 0.09 -0.07 0.18 0.02
H 0.651 -2.137 5.538 0.18 -0.06 -0.23 -0.04
H -3.360 -0.764 7.091 0.21 0.04 -0.05 -0.02
H -2.855 -2.047 5.966 0.20 0.22 -0.03 -0.03
H 8.886 -5.309 3.186 -0.50 0.00 -0.26 -0.09
H -9.507 -0.041 -4.426 -0.15 0.10 0.08 0.02
H -10.950 -1.078 -4.335 0.00 0.24 0.09 -0.04
H -0.443 1.923 8.713 -0.19 0.03 0.09 0.03
H 5.516 6.906 -1.147 -0.18 0.02 0.01 -0.02
H 4.527 8.378 -3.892 0.13 -0.02 0.21 0.03
H 4.806 -5.238 -8.151 -0.06 0.05 0.19 0.02
```
Forces are in eV/Å.

Its LUMO energy is 2.36 eV. Its frontier orbital gap is 2.7 eV. As for the net charge: -2. The total energy comes out at -552540.515 eV.

---

(3)
DFT (ωB97M-V with the def2-TZVPD basis set) results for a molecular structure, C2H3F4OSn at a distorted geometry.

```
11
Properties=species:S:1:pos:R:3:forces:R:3:lowdin_charge:R:1
Sn 2.585 -2.852 0.429 6.77 2.74 4.66 1.43
F 3.258 -5.476 -1.969 0.10 0.23 -0.16 0.25
F 1.190 -4.966 -2.083 0.10 0.51 0.65 0.27
F 2.225 -5.134 -0.138 -0.59 0.53 -0.32 0.12
F 0.929 -2.747 0.985 -6.04 0.03 1.17 -0.43
O 2.700 -3.371 -1.434 -1.39 -3.05 -3.22 -0.35
C 2.988 -2.720 -2.699 0.17 0.20 -1.26 0.05
C 2.305 -4.752 -1.434 0.91 -1.10 -1.90 -0.70
H 2.083 -2.706 -3.315 0.22 -0.05 0.19 0.13
H 3.804 -3.273 -3.176 -0.23 0.22 0.09 0.13
H 3.295 -1.698 -2.463 -0.02 -0.25 0.10 0.12
```
Forces are in eV/Å.

Its LUMO energy is -5.05 eV. Its frontier orbital gap is 10.0 eV. As for the net charge: +1. The total energy comes out at -20863.154 eV.